(1)
73
Properties=species:S:1:pos:R:3:forces:R:3 method="wB97M-V/def2-TZVPD" homo_energy_ev=-4.8 multiplicity=1 total_charge=-1 max_force_ev_per_a=1.57
C 2.1402 0.9852 2.4279 0.61 0.18 -0.56
C 2.7089 0.1689 1.3044 0.00 -1.53 -0.34
O 2.4093 -0.9922 1.1362 0.49 1.00 0.25
O 3.6294 0.7723 0.4705 -0.55 0.18 0.24
C 2.9658 1.5812 -0.5311 -0.10 -0.66 0.02
C 2.2666 0.7301 -1.5709 -0.19 0.70 -0.21
C 1.5262 1.6252 -2.5975 0.35 -0.78 0.19
C 0.0058 1.4470 -2.5778 -0.27 0.41 -0.40
C -0.8103 2.7445 -2.6628 0.74 -0.22 -0.41
C -0.4315 3.8516 -1.6794 -1.11 0.19 0.12
C -1.3445 3.9053 -0.4554 0.76 0.31 0.22
C -0.9456 2.7744 0.4940 -0.35 0.67 0.08
N -2.0125 2.2882 1.3630 0.48 -0.79 0.00
C -2.4420 0.9500 1.0929 -0.73 1.22 -0.11
Br -0.9863 -0.3938 1.3359 0.15 -0.19 0.01
C -3.1628 0.7409 -0.2718 -0.02 0.10 -0.84
O -3.4173 1.7573 -0.9591 0.30 -0.03 0.51
O -3.4433 -0.4359 -0.5114 -0.17 -0.65 -0.03
H 1.8829 0.2879 3.2064 -0.41 0.03 0.29
H 1.2748 1.5144 2.0471 -0.41 -0.07 0.13
H 2.8518 1.7288 2.7619 0.24 0.12 0.15
H 2.2351 2.2321 -0.0549 0.02 0.35 0.12
H 3.7553 2.1481 -1.0011 0.16 0.38 0.01
H 3.0167 0.1283 -2.0641 0.16 -0.37 -0.06
H 1.5334 0.0885 -1.1005 0.01 -0.34 0.18
H 1.8453 2.6563 -2.4700 -0.12 0.25 0.04
H 1.8878 1.3207 -3.5736 0.06 0.16 -0.33
H -0.2578 0.8626 -3.4571 -0.17 -0.22 -0.04
H -0.3370 0.8565 -1.7365 0.11 -0.12 0.32
H -0.6662 3.1426 -3.6662 0.04 0.05 -0.27
H -1.8559 2.4688 -2.5899 -0.27 0.14 0.26
H 0.5896 3.7809 -1.3133 0.32 -0.07 -0.14
H -0.5194 4.8019 -2.2000 0.15 0.25 -0.08
H -2.3942 3.8942 -0.7062 -0.20 -0.38 -0.13
H -1.1407 4.8536 0.0447 -0.14 0.20 0.19
H -0.4817 1.9847 -0.0879 -0.13 -0.38 0.07
H -0.1626 3.1751 1.1391 0.28 0.00 0.07
H -1.6770 2.2861 2.3154 -0.07 0.21 0.16
H -3.1703 0.7049 1.8505 -0.04 -0.39 0.29
C -0.3298 -1.9283 5.9239 -0.06 -0.13 -0.18
C 0.9719 -1.1394 5.8103 -0.27 0.07 0.24
C 2.0433 -1.5459 6.8323 0.20 0.00 -0.22
O 1.8224 -1.0920 8.1562 -0.03 -0.09 0.02
C 0.8820 -1.8405 8.9004 0.04 0.19 0.09
N 0.6674 0.2954 5.8796 0.27 -0.07 0.09
H -0.9634 -1.5783 6.7385 0.08 0.06 0.06
H -0.9073 -1.8237 5.0057 0.02 0.06 -0.01
H -0.1338 -2.9922 6.0747 0.01 0.00 0.01
H 1.3856 -1.3486 4.8193 0.08 0.00 0.02
H 2.9874 -1.0868 6.5276 0.00 0.04 0.06
H 2.2038 -2.6328 6.8263 -0.12 -0.02 0.01
H 0.9336 -2.9063 8.6595 -0.04 -0.01 -0.05
H -0.1336 -1.4735 8.7381 -0.06 -0.14 -0.03
H 1.1179 -1.7097 9.9569 0.06 0.01 -0.02
H 1.5147 0.8214 5.6825 -0.05 0.04 -0.12
H 0.4662 0.5121 6.8524 -0.12 0.02 -0.01
C -1.6323 -4.2505 -6.2661 0.04 -0.20 0.02
C -0.4539 -3.2948 -6.4282 -0.29 0.11 -0.01
C -0.3199 -2.2608 -5.3000 0.24 0.05 0.10
O -1.2483 -1.2001 -5.3416 -0.07 -0.16 -0.01
C -2.5448 -1.5214 -4.8537 -0.05 0.27 -0.12
N -0.5381 -2.6562 -7.7471 0.13 0.04 0.02
H -2.5768 -3.7930 -6.5553 0.01 0.09 0.03
H -1.4940 -5.1247 -6.9037 0.01 0.03 -0.04
H -1.7207 -4.5975 -5.2351 -0.02 0.03 0.01
H 0.4572 -3.9009 -6.4072 0.06 0.07 0.02
H 0.6608 -1.7859 -5.3999 -0.01 0.03 -0.02
H -0.3371 -2.7436 -4.3139 -0.09 -0.07 -0.03
H -2.5027 -2.2190 -4.0145 0.02 -0.01 0.00
H -3.1648 -1.9311 -5.6555 -0.05 -0.12 0.08
H -3.0095 -0.5982 -4.5121 0.09 0.01 0.09
H 0.3058 -2.1130 -7.9040 0.03 -0.05 -0.04
H -1.2749 -1.9574 -7.6979 -0.06 -0.04 -0.01


(2)
74
Properties=species:S:1:pos:R:3:forces:R:3 method="wB97M-V/def2-TZVPD" homo_energy_ev=-8.3 multiplicity=1 smiles="CCN(CC)CC.CCOC(C)=O.CCOC(C)=O.ClCCCl.ClCCCl.ClCCCl" total_charge=0 max_force_ev_per_a=2.85
C -4.1094 -5.3043 4.1735 -0.04 -1.07 -0.33
C -3.2933 -4.1572 3.6045 -0.33 0.13 -0.69
N -4.0836 -3.1371 2.8909 -0.30 -0.72 1.66
C -3.3382 -1.9168 2.7659 -0.35 0.01 -0.17
C -3.0993 -1.1437 4.0453 1.19 0.43 0.02
C -4.6985 -3.6055 1.6430 -0.38 0.85 1.37
C -6.0158 -2.8552 1.3638 0.23 -1.12 -0.14
H -3.4079 -6.0156 4.6554 -0.44 0.19 -0.34
H -4.7650 -5.8740 3.4613 0.83 0.54 0.41
H -4.7715 -4.9510 4.9497 -0.19 0.29 0.26
H -2.7593 -3.7390 4.4715 -0.22 0.25 -0.51
H -2.5274 -4.4752 2.8825 0.24 -0.53 0.22
H -2.3462 -2.0876 2.3615 0.51 -0.30 -0.68
H -3.9159 -1.3398 2.0472 0.31 0.56 -0.02
H -2.3162 -0.3738 3.8266 -0.65 -0.45 0.26
H -3.9763 -0.6474 4.3891 -0.77 0.39 0.31
H -2.7048 -1.7462 4.8802 -0.17 0.08 -0.46
H -4.9045 -4.6723 1.7494 0.04 0.15 -0.18
H -4.0035 -3.4383 0.8464 0.56 -0.15 -0.97
H -6.6913 -3.0188 2.2036 -0.05 -0.01 -0.04
H -6.4358 -3.3490 0.4687 -0.12 0.66 0.22
H -5.9039 -1.7773 1.2397 0.10 -0.14 -0.24
C -3.2054 0.9188 -0.3271 0.08 -0.33 0.49
C -2.9476 2.1062 -1.2143 0.09 0.68 0.87
O -1.5570 2.1833 -1.4776 1.30 -0.08 0.07
C -1.1689 2.7333 -2.6421 1.19 -0.13 -0.51
C 0.3695 2.7218 -2.8700 -1.90 0.68 2.01
O -1.9317 3.1138 -3.4834 -0.51 0.31 -0.16
H -2.6666 0.9162 0.6338 0.41 0.22 -0.57
H -2.9465 0.0298 -0.9003 -0.07 -0.26 0.26
H -4.2298 0.8506 0.0312 -0.37 0.08 -0.56
H -3.4342 2.0811 -2.1542 -0.81 -0.37 -0.83
H -3.2133 3.0531 -0.7577 -0.27 0.16 0.29
H 0.8538 2.6497 -1.8914 0.17 -0.39 -0.34
H 0.6686 3.6552 -3.3082 -0.04 0.26 -0.50
H 0.5226 1.8919 -3.5085 0.66 -0.81 -0.56
C 0.8179 -1.2236 0.4248 -0.34 1.54 0.40
C 0.9220 0.2485 -0.0886 -1.02 -0.25 -1.12
O 2.1979 0.5472 -0.6579 1.29 0.52 1.52
C 2.5409 0.2244 -1.8877 2.00 0.11 0.55
C 4.0282 0.4927 -2.1917 -0.35 0.25 0.12
O 1.7811 -0.2622 -2.6453 -1.63 -1.10 -2.04
H -0.1608 -1.4095 0.8920 0.32 0.39 0.22
H 1.6303 -1.4118 1.1168 -0.01 -0.10 0.30
H 0.8643 -1.9621 -0.3376 0.31 -0.29 -1.05
H 0.1668 0.4688 -0.8892 0.41 -0.34 0.92
H 0.8547 1.0309 0.6873 -0.29 -0.72 -0.08
H 4.5923 0.6446 -1.2707 -0.09 -0.08 -0.01
H 4.1453 1.4058 -2.7934 -0.34 -0.35 0.21
H 4.4835 -0.3270 -2.7674 -0.46 0.16 0.24
Cl 5.6782 2.9923 -3.9687 0.05 -0.26 -0.04
C 5.6815 4.6219 -3.2539 0.49 -0.13 -0.59
C 4.8844 4.7218 -1.9935 -0.68 0.29 -0.10
Cl 3.1254 4.7942 -2.3933 0.03 0.31 0.03
H 5.2201 5.2204 -4.0202 0.06 0.55 -0.15
H 6.7399 4.8783 -3.1587 -0.30 0.14 0.31
H 5.1457 5.6071 -1.4062 -0.06 -0.19 -0.17
H 4.8974 3.8335 -1.4072 0.68 -0.55 0.62
Cl 2.2391 3.5229 2.5913 0.20 -0.26 -0.17
C 2.6210 5.2209 2.3004 -1.39 0.72 -1.92
C 3.8446 5.5237 1.4863 0.35 -0.08 0.58
Cl 5.3635 4.9390 2.2187 -0.03 0.02 -0.17
H 2.5383 5.7156 3.2367 0.30 0.48 0.72
H 1.8321 5.6452 1.6086 0.33 -0.57 1.02
H 3.9257 6.5934 1.3474 0.05 0.34 0.32
H 3.7306 5.1384 0.4939 0.11 -0.68 -0.42
Cl 3.5472 -5.1922 -4.4806 -0.34 0.12 0.71
C 2.3990 -5.2785 -3.0690 0.67 -0.67 -0.41
C 2.0372 -3.9693 -2.4643 -0.23 0.80 -1.32
Cl 3.2652 -3.2699 -1.4640 1.11 0.23 0.93
H 2.8362 -5.9246 -2.3081 0.18 -0.01 -0.18
H 1.5242 -5.7770 -3.4561 -0.32 0.00 -0.14
H 1.1589 -4.1204 -1.8788 -0.68 -0.01 0.52
H 1.8544 -3.1833 -3.2022 -0.34 -0.38 -0.11


(3)
71
Properties=species:S:1:pos:R:3:forces:R:3 method="wB97M-V/def2-TZVPD" homo_energy_ev="-15.8 / -14.6" relative_energy_kj_mol=277.47 multiplicity=1 total_charge=+3 max_force_ev_per_a=2.52
Sc 0.5446 -0.3410 -0.0567 -0.41 0.54 -0.31
P 2.1680 1.5559 0.7355 0.46 -0.01 0.91
P -1.2943 0.5299 1.6953 -0.93 0.08 1.10
P -1.5565 2.6498 -2.1863 1.12 -2.01 -1.04
H 1.3403 -1.9890 -4.3577 -0.23 -0.30 -0.45
C 1.2320 -0.9449 -4.5581 0.95 -0.33 -2.19
C 2.0553 -0.0434 -3.7745 0.38 -0.05 -0.80
H 2.9725 -0.5022 -3.3879 -0.33 0.30 0.33
C 3.4671 0.5581 1.5977 0.11 -0.38 -0.17
C 1.6397 2.6749 2.0766 0.07 0.21 0.05
C 3.1664 2.6835 -0.2700 0.19 0.16 -0.57
C -2.7402 -0.5852 1.5273 -0.14 -0.03 -0.04
C -0.6964 0.0663 3.3815 0.42 -0.09 0.08
C -2.1087 2.1279 2.1475 0.04 0.19 -0.15
C -1.4777 3.2859 -3.8586 -0.75 0.81 -0.30
C -0.7083 3.6117 -0.9580 0.23 0.73 0.50
C -3.0529 1.7937 -1.7063 -1.33 0.18 0.20
H 0.7413 -0.5595 -5.4461 -0.10 -0.32 0.17
H 2.2814 0.9091 -4.3126 -0.25 -0.58 0.74
H 3.4729 -0.4757 1.2121 0.18 0.55 0.20
H 3.2745 0.5235 2.6816 0.10 0.11 -0.33
H 4.4466 1.0187 1.4015 -0.27 -0.21 0.30
H 1.1667 2.1295 2.8969 0.12 0.09 -0.12
H 0.9232 3.4039 1.6899 0.07 0.02 0.06
H 2.5131 3.2124 2.4620 -0.18 -0.02 0.02
H 3.2596 2.3174 -1.2960 0.07 0.06 0.09
H 4.1706 2.7698 0.1562 -0.18 0.07 -0.06
H 2.7248 3.6825 -0.2970 -0.01 -0.07 -0.02
H -3.4704 -0.4345 2.3374 0.22 -0.05 -0.27
H -2.3955 -1.6290 1.5453 -0.10 0.26 -0.01
H -3.2251 -0.4082 0.5590 -0.03 -0.09 0.23
H -1.2622 0.5969 4.1616 0.09 -0.20 -0.31
H 0.3655 0.3262 3.4920 -0.31 -0.09 0.07
H -0.7932 -1.0148 3.5381 -0.07 0.28 -0.06
H -2.8306 1.9705 2.9672 0.30 -0.08 -0.35
H -2.6527 2.5623 1.3002 0.08 -0.04 0.24
H -1.3599 2.8550 2.4948 -0.19 -0.21 -0.13
H -2.3632 3.9177 -4.0340 0.44 -0.07 -0.31
H -1.4452 2.4542 -4.5824 -0.22 0.23 0.42
H -0.5599 3.8753 -3.9979 -0.29 -0.05 0.18
H -0.8916 4.6741 -1.1384 -0.05 0.00 0.13
H 0.3809 3.4585 -1.0009 -0.35 -0.12 -0.29
H -1.0324 3.3639 0.0564 -0.09 0.01 -0.22
H -3.9077 2.1690 -2.3027 0.21 -0.08 0.64
H -3.2411 1.8555 -0.6169 -0.09 0.31 -0.67
H -2.9719 0.7182 -1.9275 -0.01 0.79 0.06
C -0.1229 -1.2490 -2.2794 0.53 -0.74 -0.20
C -1.5003 -1.3226 -2.5587 0.60 -0.05 -0.22
C -2.0324 -2.5306 -2.9598 -0.35 0.12 0.37
C -1.2452 -3.6777 -2.9770 0.16 -0.18 0.43
C 0.0735 -3.6560 -2.5242 -0.29 0.31 0.13
C 0.6446 -2.4394 -2.1470 -0.32 0.11 -0.64
S 0.7241 0.2980 -2.5722 0.99 0.38 1.61
H -0.7496 1.5048 -2.4964 -0.71 1.19 0.84
H -2.0952 -0.4174 -2.5397 0.25 -0.44 -0.49
H -3.0678 -2.5463 -3.2711 -0.04 -0.24 0.03
H -1.6754 -4.6262 -3.2632 -0.05 0.02 -0.26
H 0.6472 -4.5783 -2.5395 0.03 0.21 0.17
H 1.7164 -2.4128 -1.9268 -0.30 0.16 -0.17
S 1.5532 -2.3594 0.7876 -0.09 -0.91 1.04
C 0.9068 -2.7101 2.3637 0.04 -0.71 0.48
N -0.1550 -3.5187 2.6145 0.68 0.54 -0.62
C -0.0022 -4.1202 3.9428 -0.24 -0.62 0.43
C 1.0341 -3.2186 4.6152 0.19 0.53 0.81
N 1.5411 -2.4185 3.5059 0.13 0.09 -1.55
H -0.7178 -3.9662 1.8839 0.72 0.33 0.37
H 0.3810 -5.1477 3.8510 -0.22 0.28 -0.04
H -0.9467 -4.1400 4.4909 0.14 -0.02 -0.14
H 1.8586 -3.7717 5.0742 -0.26 0.05 -0.02
H 0.5968 -2.5444 5.3578 0.01 -0.23 0.04
H 2.3635 -1.8054 3.5204 -0.53 -0.69 0.05